{"formula": "CH3NOP2S", "method": "ωB97M-V with the def2-TZVPD basis set", "species": ["C", "N", "S", "P", "O", "P", "H", "H", "H"], "positions_angstrom": [[0.982, -1.148, 0.012], [1.746, -0.493, 0.777], [1.563, 0.267, 2.199], [-0.626, 0.631, 2.456], [-1.262, -0.471, 1.403], [-0.855, -1.156, -0.062], [1.446, -1.636, -0.711], [-0.639, 1.656, 1.634], [-0.818, 0.002, -0.794]], "forces_ev_per_a": [[-2.4, 2.6, 2.9], [1.0, -0.9, -0.2], [-1.4, 0.7, 0.8], [0.9, -2.3, 1.2], [-0.1, -0.6, 0.1], [0.1, -0.4, 1.3], [2.1, -2.3, -3.5], [0.0, 2.2, -1.8], [-0.1, 0.9, -0.8]], "smiles": "c1ns[pH]o[pH]1", "relative_energy_ev": 1.896, "e_tot_ha": -1250.74990, "orbital_gap_ev": 8.679, "lumo_ev": -0.03}

{"formula": "CH3NOS", "method": "ωB97M-V with the def2-TZVPD basis set", "species": ["C", "N", "O", "S", "H", "H", "H"], "positions_angstrom": [[-0.523, 0.463, 0.037], [-0.115, -0.821, -0.385], [2.231, 0.230, -0.365], [1.194, -0.078, 0.534], [-0.693, 1.312, -0.754], [-1.346, 0.605, 0.790], [-0.749, -1.712, 0.143]], "forces_ev_per_a": [[-1.2, 2.7, -0.5], [-2.3, -3.8, 1.8], [2.6, 1.1, -2.1], [-3.9, -1.1, 1.7], [0.9, -1.8, 1.1], [1.2, -0.4, -0.3], [2.7, 3.4, -1.8]], "relative_energy_ev": 3.202, "e_tot_ha": -567.98308, "orbital_gap_ev": 10.222, "lumo_ev": 0.55}

{"formula": "CH3NOS", "method": "ωB97M-V with the def2-TZVPD basis set", "species": ["C", "N", "O", "S", "H", "H", "H"], "positions_angstrom": [[1.991, -0.819, 0.834], [0.084, 0.255, -0.456], [2.941, -1.037, 1.461], [1.683, -0.177, -0.728], [0.166, -1.132, 1.109], [-0.461, -0.455, -0.946], [-0.147, 1.277, -0.547]], "forces_ev_per_a": [[-3.3, -1.0, 1.3], [-0.1, 0.2, -0.9], [0.5, -0.3, 0.3], [0.1, 1.3, -1.0], [3.0, 0.5, 0.2], [-0.6, 1.1, 0.1], [0.3, -1.8, -0.1]], "relative_energy_ev": 3.809, "e_tot_ha": -567.96077, "orbital_gap_ev": [9.124, 9.124], "lumo_ev": [0.40, 0.40]}